{"formula": "C6H14O", "method": "ωB97M-V/def2-TZVPD", "elements": ["C", "C", "C", "C", "C", "O", "H", "H", "H", "H", "H", "H", "H", "H", "H", "H", "C", "H", "H", "H", "H"], "positions_angstrom": [[-1.41, 1.52, -0.44], [-0.24, 1.40, 0.50], [0.12, 0.29, 1.14], [-0.61, -1.02, 1.04], [0.35, -2.19, 0.87], [-1.39, -1.16, 2.22], [-1.62, 2.56, -0.70], [-2.31, 1.10, 0.01], [-1.23, 0.98, -1.38], [0.39, 2.29, 0.61], [0.99, 0.30, 1.80], [-1.27, -1.00, 0.16], [1.06, -2.21, 1.71], [0.90, -2.12, -0.07], [-0.20, -3.14, 0.87], [-1.77, -2.04, 2.20], [1.65, 0.89, -2.11], [1.43, 1.92, -2.39], [1.13, 0.21, -2.79], [2.73, 0.72, -2.15], [1.31, 0.70, -1.09]], "nbo_charge": [-0.672, -0.154, -0.207, 0.053, -0.625, -0.712, 0.220, 0.225, 0.221, 0.203, 0.203, 0.158, 0.212, 0.218, 0.202, 0.462, -0.864, 0.211, 0.208, 0.213, 0.227], "homo_energy_ev": -9.436, "spin_multiplicity": 1, "homo_lumo_gap_ev": 10.390, "smiles": "C/C=C\\[C@@H](C)O.C", "charge": 0}


{"formula": "C4H7NO", "method": "ωB97M-V/def2-TZVPD", "elements": ["C", "N", "C", "C", "C", "O", "H", "H", "H", "H", "H", "H", "H"], "positions_angstrom": [[0.37, -1.68, -0.70], [0.65, -0.37, -0.14], [0.15, -0.10, 1.18], [-0.40, 0.64, 0.00], [-0.16, 2.07, -0.30], [-1.17, 2.75, -0.28], [1.04, -2.44, -0.26], [0.57, -1.66, -1.78], [-0.66, -2.00, -0.53], [-0.54, -0.84, 1.60], [0.81, 0.37, 1.90], [-1.50, 0.74, -0.14], [0.82, 2.51, -0.55]], "nbo_charge": [-0.411, -0.379, -0.222, -0.229, 0.420, -0.530, 0.205, 0.207, 0.175, 0.190, 0.201, 0.240, 0.134], "homo_energy_ev": -9.666, "spin_multiplicity": 1, "homo_lumo_gap_ev": 10.570, "smiles": "CN1C[C@H]1C=O", "charge": 0}


{"formula": "C24H11Cl4CsN4O6", "method": "ωB97M-V/def2-TZVPD", "elements": ["Cs", "O", "C", "O", "C", "C", "C", "C", "C", "N", "H", "H", "H", "H", "O", "N", "O", "C", "C", "C", "C", "C", "C", "N", "C", "C", "N", "C", "C", "C", "C", "H", "H", "H", "H", "H", "H", "H", "Cl", "C", "C", "Cl", "C", "Cl", "C", "O", "C", "O", "C", "Cl"], "positions_angstrom": [[0.29, -0.54, 0.89], [-1.87, -1.76, 4.44], [-1.90, -1.20, 3.34], [-1.29, -0.21, 2.93], [-2.82, -1.91, 2.29], [-3.79, -2.80, 2.78], [-4.61, -3.46, 1.89], [-4.42, -3.24, 0.53], [-3.42, -2.37, 0.14], [-2.64, -1.70, 0.98], [-3.82, -2.93, 3.85], [-5.37, -4.14, 2.25], [-5.02, -3.74, -0.22], [-3.24, -2.19, -0.91], [-2.84, 8.07, -0.22], [-3.35, 6.91, -0.22], [-4.59, 6.78, -0.39], [-2.48, 5.83, -0.12], [-1.13, 6.11, -0.03], [-0.15, 5.10, 0.00], [1.23, 5.40, 0.09], [2.15, 4.38, 0.09], [1.69, 3.06, 0.00], [0.41, 2.75, -0.06], [-0.49, 3.74, -0.06], [-1.92, 3.39, -0.12], [-2.20, 2.08, -0.15], [-3.46, 1.72, -0.16], [-4.52, 2.62, -0.15], [-4.25, 3.97, -0.14], [-2.90, 4.41, -0.13], [-0.84, 7.15, 0.00], [1.55, 6.43, 0.15], [3.21, 4.57, 0.15], [2.38, 2.22, -0.01], [-3.65, 0.65, -0.17], [-5.54, 2.26, -0.14], [-5.00, 4.74, -0.14], [5.49, -5.42, -0.17], [4.66, -3.89, -0.20], [5.44, -2.69, -0.06], [7.16, -2.83, 0.11], [4.84, -1.46, -0.07], [5.70, 0.00, 0.08], [3.38, -1.31, -0.24], [2.85, -0.19, -0.21], [2.59, -2.56, -0.41], [1.35, -2.51, -0.56], [3.31, -3.84, -0.34], [2.33, -5.24, -0.50]], "mulliken_charge": [1.121, -0.788, 0.299, -0.734, 0.382, -0.584, -0.250, -0.555, -0.416, 0.026, 0.444, 0.371, 0.359, 0.424, -0.807, 0.906, -0.798, -0.672, -0.988, 1.544, -0.714, -0.762, -0.349, -0.263, -0.156, -0.001, -0.274, -0.123, -0.718, -0.420, 0.642, 0.454, 0.412, 0.395, 0.526, 0.245, 0.372, 0.548, -0.222, 0.197, 0.275, -0.221, 0.128, -0.194, 0.157, -0.664, 0.224, -0.840, 0.263, -0.201], "homo_energy_ev": [-3.093, -0.674], "spin_multiplicity": 1, "homo_lumo_gap_ev": [6.629, 3.612], "charge": -2}


{"formula": "C11H11Cl2N", "method": "ωB97M-V/def2-TZVPD", "elements": ["C", "C", "N", "C", "C", "C", "C", "C", "C", "C", "C", "C", "Cl", "Cl", "H", "H", "H", "H", "H", "H", "H", "H", "H", "H", "H"], "positions_angstrom": [[0.81, -2.65, -0.79], [0.10, -1.35, -0.67], [-1.07, -1.11, -1.08], [-1.46, 0.12, -0.59], [-2.53, 0.88, -1.02], [-2.67, 2.09, -0.36], [-1.71, 2.63, 0.40], [-0.53, 1.91, 0.67], [-0.41, 0.60, 0.25], [0.81, -0.28, 0.34], [1.11, -1.01, 1.68], [2.09, 0.19, -0.34], [2.82, 1.64, 0.52], [1.93, 0.69, -1.97], [1.67, -2.85, -0.26], [0.96, -2.99, -1.84], [0.00, -3.31, -0.40], [-3.38, 0.39, -1.43], [-3.57, 2.64, -0.53], [-1.79, 3.56, 0.89], [0.37, 2.36, 1.00], [1.56, -1.97, 1.45], [0.14, -1.02, 2.21], [1.96, -0.48, 2.15], [2.79, -0.67, -0.29]], "nbo_charge": [-0.704, 0.380, -0.436, 0.153, -0.240, -0.182, -0.234, -0.161, -0.070, -0.179, -0.608, -0.189, -0.062, 0.042, 0.214, 0.249, 0.253, 0.226, 0.209, 0.213, 0.217, 0.211, 0.243, 0.231, 0.226], "homo_energy_ev": -8.548, "spin_multiplicity": 1, "homo_lumo_gap_ev": 9.061, "smiles": "CC1=Nc2ccccc2[C@]1(C)C(Cl)Cl", "charge": 0}


{"formula": "C3HF3S", "method": "ωB97M-V/def2-TZVPD", "elements": ["F", "C", "F", "F", "C", "C", "S", "H"], "positions_angstrom": [[-1.99, -0.05, 0.47], [-1.01, -0.40, -0.28], [-1.53, -0.20, -1.50], [-0.84, -1.72, -0.13], [0.24, 0.39, 0.00], [1.52, 0.21, 0.53], [1.27, 1.96, -0.15], [2.34, -0.18, 1.06]], "nbo_charge": [-0.296, 0.944, -0.318, -0.308, -0.194, -0.183, 0.103, 0.253], "homo_energy_ev": -8.531, "spin_multiplicity": 1, "homo_lumo_gap_ev": 8.465, "smiles": "FC(F)(F)C1=CS1", "charge": 0}


{"formula": "C2H4N2O2", "method": "ωB97M-V/def2-TZVPD", "elements": ["N", "C", "O", "N", "C", "O", "H", "H", "H", "H"], "positions_angstrom": [[1.79, 0.15, -0.26], [0.54, -0.05, 0.41], [0.41, -0.23, 1.60], [-0.52, 0.01, -0.47], [-1.85, -0.05, -0.08], [-2.76, 0.08, -0.85], [2.34, -0.71, -0.17], [2.31, 0.84, 0.27], [-0.31, 0.20, -1.45], [-1.95, -0.23, 1.00]], "nbo_charge": [-0.900, 0.793, -0.577, -0.662, 0.540, -0.547, 0.389, 0.389, 0.428, 0.148], "homo_energy_ev": -10.441, "spin_multiplicity": 1, "homo_lumo_gap_ev": 11.110, "smiles": "NC(=O)NC=O", "charge": 0}